The following is a quantum chemistry calculation of a cluster of 3 separate species, CH10N5 in total, from OMol25.

Output
* relative energy (zero: lowest compared OMol25 entry of this formula, charge and spin): 312.0 kJ/mol
* E_LUMO (alpha / beta): -5.8 / -5.8 eV
* HOMO level (alpha / beta): -13.67 / -13.67 eV
* charge: +1

Each line ends with the Mulliken charge.
Cartesian coordinates (Å):
C (-0.495, 1.465, 0.718)  0.222
N (-1.477, 0.676, 0.459)  -0.532
N (-0.493, -0.583, -2.372)  -0.877
N (0.992, -0.835, 1.986)  -0.746
N (0.743, 1.003, 0.566)  -0.193
N (0.992, 0.315, -0.449)  -0.004
H (-0.547, 2.252, 1.456)  0.414
H (-2.463, 1.010, 0.529)  0.261
H (1.334, -0.402, 2.907)  0.262
H (-0.505, -1.384, -3.060)  0.304
H (-0.530, 0.140, -3.141)  0.307
H (0.136, -1.327, 2.197)  0.253
H (1.619, -1.505, 1.609)  0.267
H (0.187, -0.114, -1.190)  0.459
H (-1.388, -0.574, -1.877)  0.299
H (1.895, -0.138, -0.338)  0.306